[1]
Formula: C43H77BrIN5O17P2S2
Source: the OMol25 dataset
Level of theory: ωB97M-V/def2-TZVPD

Cartesian coordinates (Å):
C1 3.69 -1.46 0.95
C2 3.23 -1.76 -0.63
C3 3.26 -0.40 -1.57
I1 2.98 -0.85 -3.74
C4 2.19 0.78 -1.04
C5 0.53 0.53 -1.02
Br1 -0.24 -1.23 -1.72
C6 -0.54 1.68 -0.45
C7 -2.10 1.25 -0.47
C8 -3.16 2.15 0.37
C9 -2.90 2.22 1.99
S1 -4.42 1.66 3.00
C10 0.13 3.09 0.03
O1 -0.76 4.20 0.50
C11 -0.94 5.05 -0.69
N1 -0.95 5.91 -1.67
C12 1.77 3.43 0.03
N2 2.17 4.80 0.51
C13 3.66 4.91 0.43
P1 4.43 6.62 0.96
P2 4.28 7.82 -0.89
O2 3.44 7.05 -2.03
O3 5.84 8.19 -1.59
O4 3.46 9.36 -0.63
C14 4.71 3.76 -0.04
C15 6.34 4.06 -0.06
C16 6.94 3.63 1.41
S2 8.71 4.22 1.65
C17 8.75 5.94 2.45
N3 9.87 6.96 2.39
N4 9.46 8.07 3.13
C18 8.05 7.84 3.70
O5 7.63 6.48 3.25
N5 4.26 2.40 -0.50
C19 2.76 2.25 -0.49
H1 4.54 -2.25 1.22
H2 2.78 -1.71 1.63
H3 4.14 -0.38 1.10
H4 2.26 -2.39 -0.71
H5 4.11 -2.45 -1.06
H6 4.39 -0.02 -1.52
H7 -2.18 0.15 -0.02
H8 -2.49 1.17 -1.60
H9 -4.24 1.67 0.21
H10 -3.21 3.22 -0.15
H11 -1.97 1.61 2.33
H12 -2.71 3.35 2.27
H13 -3.98 1.79 4.35
H14 5.83 6.46 1.28
H15 5.77 8.22 -2.61
H16 2.88 9.32 0.20
H17 6.58 5.17 -0.38
H18 6.88 3.38 -0.87
H19 6.21 3.96 2.29
H20 6.97 2.44 1.42
H21 7.43 8.63 4.34
C20 -1.68 -5.65 -1.83
O6 -0.46 -6.37 -1.80
C21 0.68 -5.51 -1.94
C22 1.91 -6.16 -1.30
O7 1.93 -6.05 0.13
C23 0.99 -6.87 0.84
C24 1.36 -8.35 0.83
O8 1.00 -8.95 -0.42
C25 1.79 -10.08 -0.73
H22 -1.81 -5.15 -2.79
H23 -2.50 -6.36 -1.68
H24 -1.71 -4.92 -1.01
H25 0.49 -4.54 -1.46
H26 0.85 -5.36 -3.01
H27 2.79 -5.62 -1.65
H28 2.04 -7.20 -1.61
H29 -0.03 -6.70 0.49
H30 1.03 -6.52 1.88
H31 0.81 -8.88 1.61
H32 2.44 -8.46 1.01
H33 2.85 -9.81 -0.78
H34 1.49 -10.46 -1.71
H35 1.65 -10.87 0.02
C26 -8.55 -5.49 -0.47
O9 -7.90 -4.68 0.49
C27 -6.76 -5.33 1.06
C28 -5.75 -4.30 1.56
O10 -4.96 -3.72 0.51
C29 -5.63 -2.81 -0.36
C30 -5.94 -1.46 0.31
O11 -7.09 -1.58 1.15
C31 -7.10 -0.62 2.19
H36 -8.95 -6.40 0.00
H37 -9.38 -4.92 -0.90
H38 -7.87 -5.75 -1.29
H39 -6.28 -5.98 0.32
H40 -7.12 -5.94 1.90
H41 -5.04 -4.81 2.22
H42 -6.23 -3.52 2.16
H43 -6.52 -3.27 -0.80
H44 -4.93 -2.62 -1.18
H45 -6.17 -0.72 -0.46
H46 -5.07 -1.13 0.89
H47 -6.21 -0.74 2.82
H48 -7.98 -0.79 2.81
H49 -7.14 0.40 1.78
C32 2.26 -4.47 3.33
O12 2.01 -3.47 4.31
C33 0.72 -2.87 4.17
C34 0.25 -2.31 5.51
O13 -0.26 -3.32 6.39
C35 0.71 -4.19 6.97
C36 1.57 -3.51 8.05
O14 2.59 -2.71 7.44
C37 3.01 -1.65 8.27
H50 2.25 -4.03 2.33
H51 3.24 -4.90 3.52
H52 1.51 -5.26 3.40
H53 0.00 -3.61 3.80
H54 0.81 -2.06 3.44
H55 -0.60 -1.64 5.31
H56 1.01 -1.71 6.00
H57 1.32 -4.67 6.21
H58 0.14 -4.99 7.46
H59 2.07 -4.27 8.66
H60 0.93 -2.89 8.69
H61 2.17 -0.99 8.51
H62 3.76 -1.06 7.73
H63 3.46 -2.03 9.19
C38 -1.64 4.42 -9.64
O15 -1.89 5.42 -8.67
C39 -3.18 6.01 -8.81
C40 -3.65 6.57 -7.47
O16 -4.16 5.56 -6.58
C41 -3.19 4.69 -6.00
C42 -2.33 5.37 -4.93
O17 -1.31 6.17 -5.53
C43 -0.89 7.24 -4.70
H64 -1.65 4.85 -10.65
H65 -0.66 3.98 -9.45
H66 -2.39 3.62 -9.57
H67 -3.90 5.28 -9.17
H68 -3.09 6.82 -9.54
H69 -4.50 7.24 -7.66
H70 -2.89 7.17 -6.98
H71 -2.58 4.21 -6.77
H72 -3.76 3.90 -5.51
H73 -1.83 4.62 -4.31
H74 -2.97 5.99 -4.29
H75 -1.73 7.89 -4.46
H76 -0.14 7.82 -5.24
H77 -0.44 6.85 -3.78

Values from the calculation:
Total charge: 0
DFT total energy in eV: -206460.1836
SMILES: CC[C@@H](I)c1c(Br)c(CCCS)c(OC#N)c2nc(PP(=O)(O)O)c(CCSc3nnco3)nc12.COCCOCCOC.COCCOCCOC.COCCOCCOC.COCCOCCOC
HOMO-LUMO gap in eV: 6.5244
LUMO level in eV: -2.26
Highest occupied orbital energy in eV: -8.783



[2]
Formula: C43H78N7O5S
Source: the OMol25 dataset
Level of theory: ωB97M-V/def2-TZVPD

Cartesian coordinates (Å):
C1 -7.67 -4.14 -2.39
C2 -6.62 -5.24 -2.76
S1 -5.41 -5.55 -1.43
C3 -4.35 -4.07 -1.64
N1 -3.59 -3.75 -0.41
C4 -4.33 -3.13 0.50
N2 -5.68 -3.16 0.53
N3 -3.69 -2.34 1.50
C5 -3.27 -1.09 0.76
N4 -2.64 -0.08 1.59
C6 -1.66 -0.59 2.55
C7 -3.68 0.70 2.26
C8 -4.60 0.07 3.33
O1 -3.81 1.87 2.02
C9 -2.54 -1.44 -0.55
C10 -1.21 -0.69 -0.83
O2 -1.46 0.38 -1.72
C11 -1.71 1.60 -1.10
C12 -0.80 2.21 -0.26
C13 -1.02 3.43 0.32
C14 -0.02 4.08 1.24
C15 -2.21 4.07 0.03
C16 -3.14 3.47 -0.79
C17 -2.90 2.23 -1.36
C18 -3.96 1.61 -2.27
C19 -5.39 2.08 -1.87
C20 -3.69 1.81 -3.76
C21 -2.33 -2.98 -0.71
C22 -1.09 -3.53 0.07
C23 -1.42 -4.95 0.58
O3 -1.54 -5.82 -0.26
N5 -1.55 -5.32 1.96
C24 -0.78 -4.47 2.87
C25 -2.94 -5.49 2.39
H1 -8.62 -4.41 -2.85
H2 -7.34 -3.14 -2.69
H3 -7.83 -4.18 -1.31
H4 -7.14 -6.16 -3.03
H5 -6.10 -4.86 -3.65
H6 -4.97 -3.21 -1.91
H7 -3.70 -4.27 -2.49
H8 -6.17 -2.29 0.39
H9 -6.24 -3.99 0.64
H10 -2.87 -2.89 1.76
H11 -4.23 -0.64 0.46
H12 -2.02 -0.60 3.59
H13 -1.28 -1.59 2.33
H14 -0.78 0.07 2.54
H15 -4.88 0.88 4.00
H16 -4.08 -0.71 3.89
H17 -5.48 -0.35 2.84
H18 -3.19 -1.18 -1.39
H19 -0.65 -0.41 0.07
H20 -0.56 -1.38 -1.39
H21 0.13 1.69 -0.05
H22 0.66 4.76 0.72
H23 0.55 3.30 1.76
H24 -0.57 4.63 2.01
H25 -2.38 5.05 0.46
H26 -4.05 4.04 -0.97
H27 -3.96 0.52 -2.08
H28 -5.59 3.07 -2.28
H29 -5.42 2.09 -0.77
H30 -6.11 1.32 -2.21
H31 -3.76 2.85 -4.07
H32 -2.75 1.34 -4.07
H33 -4.48 1.27 -4.31
H34 -2.09 -3.10 -1.77
H35 -0.28 -3.67 -0.66
H36 -0.69 -2.84 0.82
H37 -1.27 -3.51 3.11
H38 0.24 -4.33 2.50
H39 -0.69 -5.01 3.82
H40 -2.98 -6.27 3.16
H41 -3.53 -5.89 1.55
H42 -3.39 -4.59 2.84
C26 4.50 -5.47 -1.25
C27 3.29 -4.66 -1.77
C28 3.10 -4.87 -3.28
C29 4.11 -4.11 -4.13
C30 4.08 -2.63 -3.77
C31 4.31 -2.37 -2.28
N6 3.43 -3.22 -1.41
O4 2.23 -2.68 -1.41
C32 5.80 -2.62 -1.96
C33 4.11 -0.88 -2.00
C34 2.10 -5.31 -1.07
H43 4.72 -6.31 -1.91
H44 5.42 -4.89 -1.16
H45 4.32 -5.87 -0.26
H46 2.10 -4.55 -3.57
H47 3.15 -5.94 -3.51
H48 5.11 -4.53 -3.99
H49 3.87 -4.24 -5.19
H50 4.84 -2.10 -4.35
H51 3.12 -2.21 -4.08
H52 5.98 -2.61 -0.88
H53 6.42 -1.83 -2.39
H54 6.18 -3.55 -2.37
H55 3.13 -0.52 -2.30
H56 4.84 -0.29 -2.55
H57 4.24 -0.66 -0.93
H58 2.13 -5.13 0.01
H59 2.10 -6.38 -1.23
H60 1.15 -4.93 -1.45
C35 5.55 7.74 0.70
C36 4.18 7.62 1.41
C37 4.21 8.31 2.78
C38 4.96 7.52 3.84
C39 4.38 6.11 3.95
C40 4.37 5.37 2.61
N7 3.77 6.18 1.51
O5 2.47 6.13 1.64
C41 5.82 4.96 2.27
C42 3.64 4.04 2.79
C43 3.23 8.42 0.52
H61 6.11 8.60 1.07
H62 6.19 6.87 0.81
H63 5.43 7.87 -0.38
H64 3.18 8.47 3.13
H65 4.65 9.30 2.68
H66 6.03 7.49 3.61
H67 4.87 8.03 4.81
H68 4.95 5.54 4.69
H69 3.36 6.18 4.34
H70 5.89 4.58 1.25
H71 6.16 4.17 2.94
H72 6.54 5.77 2.39
H73 2.63 4.17 3.17
H74 4.17 3.41 3.51
H75 3.59 3.49 1.85
H76 3.11 7.95 -0.46
H77 3.65 9.42 0.35
H78 2.25 8.56 0.96

Values from the calculation:
Total charge: +1
DFT total energy in eV: -77347.8189
Multiplicity: 3
HOMO-LUMO gap (alpha / beta) in eV: 5.9619 / 6.2995
LUMO level (alpha / beta) in eV: -3.95 / -3.95
Highest occupied orbital energy (alpha / beta) in eV: -9.911 / -10.248



Which of these has the highest DFT total energy?
C43H78N7O5S



What is the formula in the first record?
C43H77BrIN5O17P2S2



The lowest DFT total energy belongs to which entry?
C43H77BrIN5O17P2S2



total charge of number 2 (C43H78N7O5S)?
+1